Arrangement w

{
  "formula": "C4H7N3",
  "method": "ωB97M-V with the def2-TZVPD basis set",
  "symbols": ["C", "C", "C", "N", "C", "N", "N", "H", "H", "H", "H", "H", "H", "H"],
  "positions_angstrom": [[2.458, -0.354, -0.131], [1.067, 0.063, 0.245], [-0.112, -0.633, 0.345], [-1.079, 0.327, 0.389], [-2.413, 0.199, -0.173], [-0.524, 1.545, 0.357], [0.754, 1.398, 0.288], [2.769, 0.277, -0.973], [3.194, -0.220, 0.666], [2.498, -1.391, -0.477], [-0.382, -1.681, 0.408], [-2.417, 0.701, -1.149], [-3.157, 0.658, 0.474], [-2.638, -0.860, -0.302]],
  "homo_ev": -9.3,
  "multiplicity": 1,
  "e_lumo_ev": 0.9,
  "homo_lumo_gap_ev": 10.217,
  "smiles": "Cc1cn(C)nn1",
  "molar_mass_g_mol": 97.121
}

Arrangement x

{
  "formula": "C4H7N3",
  "method": "ωB97M-V with the def2-TZVPD basis set",
  "symbols": ["C", "N", "C", "C", "C", "N", "N", "H", "H", "H", "H", "H", "H", "H"],
  "positions_angstrom": [[-1.449, -1.104, 1.333], [-1.152, -0.873, -0.066], [-0.054, -0.106, -0.428], [0.455, 1.047, 0.225], [1.478, 1.471, -0.589], [1.532, 0.614, -1.627], [0.610, -0.371, -1.545], [-1.025, -0.294, 1.933], [-2.532, -1.107, 1.496], [-1.039, -2.051, 1.715], [-1.244, -1.684, -0.661], [0.111, 1.514, 1.136], [2.150, 2.315, -0.508], [2.159, 0.627, -2.415]],
  "homo_ev": -7.9,
  "multiplicity": 1,
  "e_lumo_ev": 1.1,
  "homo_lumo_gap_ev": 9.024,
  "smiles": "CNc1cc[nH]n1",
  "molar_mass_g_mol": 97.121
}

Arrangement y

{
  "formula": "C4H7N3",
  "method": "ωB97M-V with the def2-TZVPD basis set",
  "symbols": ["C", "C", "C", "C", "N", "N", "N", "H", "H", "H", "H", "H", "H", "H"],
  "positions_angstrom": [[-2.085, 0.687, 0.301], [-0.989, -0.351, 0.385], [0.648, 0.568, -0.978], [1.911, 0.027, -1.103], [2.290, -0.494, 0.102], [1.362, -0.401, 1.011], [0.378, 0.226, 0.331], [-3.051, 0.187, 0.425], [-1.954, 1.435, 1.085], [-2.073, 1.190, -0.671], [-1.037, -0.982, 1.268], [-1.046, -1.001, -0.501], [2.472, -0.170, -2.000], [3.173, -0.921, 0.346]],
  "homo_ev": -8.3,
  "multiplicity": 1,
  "e_lumo_ev": 0.7,
  "homo_lumo_gap_ev": 9.035,
  "molar_mass_g_mol": 97.121
}

Stability comparison, relative energies in hartree: arrangement w 0.0207; arrangement x 0.0000; arrangement y 0.1097

Arrangement w

{
  "formula": "C4H7N3",
  "method": "ωB97M-V with the def2-TZVPD basis set",
  "symbols": ["H", "N", "C", "C", "C", "N", "N", "C", "H", "H", "H", "H", "H", "H"],
  "positions_angstrom": [[-0.594, 2.550, -0.363], [-1.140, 1.619, -0.176], [-0.162, 0.805, 0.161], [1.449, 0.808, 0.125], [1.760, -0.674, -0.152], [0.727, -1.371, -0.107], [-0.429, -0.563, 0.247], [-1.673, -1.125, 0.012], [1.844, 1.049, 1.270], [1.821, 1.719, -0.491], [2.678, -1.144, -0.357], [-1.837, -1.144, -1.058], [-2.568, -0.508, 0.408], [-1.877, -2.022, 0.482]],
  "homo_ev": -8.6,
  "multiplicity": 1,
  "e_lumo_ev": 0.9,
  "homo_lumo_gap_ev": 9.549,
  "smiles": "[H]/N=C1\\CC=NN1C",
  "molar_mass_g_mol": 97.121
}

Arrangement x

{
  "formula": "C4H7N3",
  "method": "ωB97M-V with the def2-TZVPD basis set",
  "symbols": ["C", "C", "N", "C", "N", "C", "N", "H", "H", "H", "H", "H", "H", "H"],
  "positions_angstrom": [[0.910, -2.136, 0.424], [0.801, -0.669, 0.163], [-0.346, -0.041, 0.352], [-0.652, 1.236, 0.000], [0.335, 1.836, -0.816], [-1.976, 1.702, 0.176], [-3.039, 2.158, 0.330], [-0.090, -2.602, 0.375], [1.367, -2.327, 1.408], [1.527, -2.608, -0.356], [0.497, 1.264, -1.662], [1.628, -0.034, -0.146], [-1.077, -0.574, 0.821], [0.114, 2.795, -1.069]],
  "homo_ev": -6.8,
  "multiplicity": 1,
  "e_lumo_ev": 0.7,
  "homo_lumo_gap_ev": 7.510,
  "molar_mass_g_mol": 97.121
}

Arrangement y

{
  "formula": "C4H7N3",
  "method": "ωB97M-V with the def2-TZVPD basis set",
  "symbols": ["C", "N", "C", "C", "C", "N", "N", "H", "H", "H", "H", "H", "H", "H"],
  "positions_angstrom": [[-1.271, 1.260, 0.497], [0.012, 0.588, 0.538], [0.328, -0.800, 0.202], [1.767, -0.919, 0.627], [0.229, -1.070, -1.303], [2.093, 0.327, 1.067], [1.045, 1.163, 1.019], [-1.127, 2.283, 0.843], [-1.977, 0.745, 1.157], [-1.667, 1.263, -0.523], [-0.335, -1.462, 0.773], [0.996, -0.501, -1.837], [0.422, -2.131, -1.476], [-0.756, -0.813, -1.705]],
  "homo_ev": -8.3,
  "multiplicity": 1,
  "e_lumo_ev": -0.4,
  "homo_lumo_gap_ev": 7.814,
  "molar_mass_g_mol": 97.121
}

Stability comparison, relative energies in hartree: arrangement w 0.0109; arrangement x 0.0000; arrangement y 0.0767